{"formula": "C27H76O11", "method": "ωB97M-V/def2-TZVPD", "multiplicity": 1, "gap_ha": 0.3728, "homo_energy_ev": -10.086, "energy_ha": -1901.77908, "smiles": "CC(C)O.CC(C)O.CC(C)O.CC(C)O.CC(C)O.CC(C)O.CC(C)O.CC(C)O.CO.CO.CO", "elements": ["C", "C", "C", "O", "H", "H", "H", "H", "H", "H", "H", "H", "C", "C", "C", "O", "H", "H", "H", "H", "H", "H", "H", "H", "C", "C", "C", "O", "H", "H", "H", "H", "H", "H", "H", "H", "C", "C", "C", "O", "H", "H", "H", "H", "H", "H", "H", "H", "C", "C", "C", "O", "H", "H", "H", "H", "H", "H", "H", "H", "C", "C", "C", "O", "H", "H", "H", "H", "H", "H", "H", "H", "C", "C", "C", "O", "H", "H", "H", "H", "H", "H", "H", "H", "C", "C", "C", "O", "H", "H", "H", "H", "H", "H", "H", "H", "C", "O", "H", "H", "H", "H", "C", "O", "H", "H", "H", "H", "C", "O", "H", "H", "H", "H"], "xyz": [[-7.189, -4.490, -2.156], [-6.120, -4.126, -1.135], [-6.475, -2.884, -0.321], [-5.878, -5.274, -0.371], [-6.798, -5.266, -2.814], [-7.389, -3.711, -2.892], [-8.164, -4.743, -1.740], [-5.237, -3.863, -1.718], [-6.490, -1.993, -0.949], [-5.673, -2.645, 0.377], [-7.396, -3.040, 0.241], [-5.019, -5.072, 0.009], [4.479, 4.905, -4.486], [4.833, 3.476, -4.896], [6.260, 3.324, -5.234], [4.496, 2.645, -3.832], [3.480, 4.948, -4.053], [4.496, 5.610, -5.317], [5.157, 5.202, -3.686], [4.241, 3.137, -5.746], [6.565, 3.847, -6.140], [6.601, 2.301, -5.390], [6.838, 3.751, -4.414], [4.824, 3.000, -3.002], [2.422, -4.681, -5.955], [2.935, -3.648, -4.933], [3.928, -4.267, -3.948], [3.480, -2.618, -5.713], [1.648, -5.240, -5.430], [3.214, -5.341, -6.308], [1.929, -4.221, -6.812], [2.112, -3.228, -4.354], [4.330, -3.422, -3.390], [4.760, -4.747, -4.463], [3.375, -4.977, -3.333], [3.718, -1.922, -5.095], [-1.355, -7.598, 3.293], [-0.497, -6.437, 2.868], [0.812, -6.873, 2.191], [-1.334, -5.599, 2.096], [-1.905, -8.067, 2.476], [-2.070, -7.184, 4.004], [-0.748, -8.312, 3.849], [-0.236, -5.915, 3.788], [0.549, -7.479, 1.324], [1.511, -7.435, 2.811], [1.332, -6.020, 1.755], [-0.819, -4.797, 1.986], [-1.783, 1.555, -6.111], [-1.501, 1.950, -7.586], [-1.636, 0.774, -8.586], [-2.357, 2.968, -7.957], [-2.816, 1.227, -5.997], [-1.590, 2.387, -5.434], [-1.021, 0.819, -5.856], [-0.475, 2.319, -7.585], [-1.300, 1.119, -9.564], [-2.605, 0.287, -8.697], [-0.967, -0.006, -8.224], [-2.029, 3.266, -8.809], [-8.330, 4.679, 3.418], [-7.140, 4.251, 4.266], [-6.267, 3.164, 3.651], [-6.405, 5.428, 4.415], [-8.888, 5.491, 3.883], [-9.068, 3.876, 3.403], [-8.106, 4.867, 2.368], [-7.608, 3.872, 5.174], [-6.875, 2.355, 3.247], [-5.602, 2.698, 4.378], [-5.644, 3.545, 2.841], [-5.785, 5.265, 5.130], [4.306, -4.113, 7.877], [4.367, -4.868, 6.472], [4.811, -3.877, 5.403], [5.192, -6.027, 6.513], [4.129, -4.872, 8.639], [3.514, -3.364, 7.871], [5.269, -3.674, 8.135], [3.362, -5.257, 6.309], [5.016, -4.343, 4.440], [5.721, -3.393, 5.758], [4.001, -3.162, 5.263], [5.117, -6.402, 7.394], [-0.170, 6.928, 0.547], [0.292, 8.360, 0.916], [1.382, 8.821, -0.031], [-0.836, 9.203, 0.840], [-1.029, 6.640, 1.152], [0.635, 6.205, 0.682], [-0.443, 6.804, -0.500], [0.770, 8.417, 1.894], [2.162, 8.072, -0.167], [1.918, 9.727, 0.253], [0.947, 9.025, -1.010], [-1.249, 9.160, -0.026], [0.136, -0.007, 0.165], [0.363, -0.824, 1.263], [0.227, -0.545, -0.778], [-0.859, 0.429, 0.254], [0.867, 0.801, 0.121], [0.510, -0.359, 2.090], [5.143, 2.869, 2.492], [5.121, 3.549, 1.294], [4.323, 3.231, 3.114], [4.895, 1.819, 2.336], [6.036, 3.030, 3.096], [5.396, 4.453, 1.466], [-0.820, -0.120, 6.641], [0.249, 0.403, 5.925], [-1.117, 0.647, 7.357], [-1.655, -0.368, 5.986], [-0.514, -1.029, 7.159], [0.786, 0.845, 6.586]]}